Formula: C4H22N2O6
Source: the Open Molecules 2025 dataset
Level of theory: ωB97M-V/def2-TZVPD

Properties
net charge	+1
DFT total energy	-726.19179	Eh
ΔE to the lowest compared entry with this formula, charge and spin	28.01	kJ/mol
multiplicity	2

Last column: Löwdin spin population.
Geometry (Å):
C: 2.78 0.61 0.03  0.01
C: 2.73 -0.28 -1.20  0.06
C: 1.35 -0.91 -1.28  0.39
C: 0.85 -0.82 -2.56  0.18
N: -0.46 -0.99 -2.88  0.28
N: 1.74 1.68 0.07  0.01
H: 3.65 1.30 0.04  0.00
H: 2.97 0.04 0.95  0.00
H: 2.77 0.40 -2.09  0.01
H: 3.51 -1.15 -1.28  0.03
H: 0.67 -1.11 -0.48  0.01
H: 1.46 -0.65 -3.43  0.00
H: -0.60 -1.45 -3.75  0.01
H: -1.10 -1.25 -2.10  0.00
H: 1.22 1.74 -0.80  0.00
H: 0.99 1.40 0.74  0.00
H: -1.67 -2.93 0.29  0.00
H: -0.63 -2.76 1.22  0.00
O: -0.83 -3.35 0.49  0.00
H: -1.86 -0.34 1.03  0.00
H: -3.33 -0.58 0.52  0.00
O: -2.39 -0.77 0.37  0.00
H: -2.17 1.25 -1.14  0.00
H: -3.06 0.18 -1.33  0.00
O: -3.13 1.13 -1.09  0.00
H: -0.22 1.75 3.39  0.00
H: -0.42 1.38 1.88  0.00
O: -0.56 1.08 2.78  0.00
H: 1.42 -0.97 3.59  0.00
H: 0.60 -0.27 2.45  0.00
O: 1.49 -0.53 2.75  0.00
H: -1.41 3.31 0.13  0.00
H: -2.52 2.39 0.79  0.00
O: -1.57 2.64 0.79  0.00